# C6H12

A cluster of 2 separate species, C6H12 in total (ωB97M-V/def2-TZVPD, the Open Molecules 2025 dataset).

The calculation puts the total energy at -6414.370 eV. Its highest occupied orbital energy is -9.424 eV. As for the largest force on an atom: 0.20 eV Å⁻¹. As for the orbital gap: 10.48 eV. As for the SMILES: CC1(C)C=CC1.[H][H]. The energy above the lowest of the compared OMol25 structures with the same formula, charge and spin comes out at 248.0 kJ/mol.

Cartesian coordinates (Å):
C1 -1.658 -1.030 0.309
C2 -0.553 -0.103 -0.190
C3 -1.130 1.172 -0.797
C4 0.578 0.100 0.809
C5 1.485 -0.541 0.070
C6 0.529 -0.827 -1.067
H1 -2.338 -1.305 -0.506
H2 -1.234 -1.950 0.730
H3 -2.250 -0.543 1.094
H4 -1.793 0.939 -1.640
H5 -0.335 1.835 -1.157
H6 -1.717 1.723 -0.052
H7 0.603 0.589 1.781
H8 2.533 -0.789 0.217
H9 0.325 -1.886 -1.268
H10 0.756 -0.322 -2.014
H11 3.287 1.632 2.117
H12 2.914 1.305 1.563



# C6H12

A cluster of 2 separate species, C6H12 in total (ωB97M-V/def2-TZVPD, the Open Molecules 2025 dataset).

The calculation puts the total energy at -6414.691 eV. Its highest occupied orbital energy is -9.842 eV. As for the largest force on an atom: 0.30 eV Å⁻¹. As for the orbital gap: 11.09 eV. As for the SMILES: CC1CC1.C=C. The energy above the lowest of the compared OMol25 structures with the same formula, charge and spin comes out at 217.1 kJ/mol.

Cartesian coordinates (Å):
C1 0.801 1.662 -0.482
C2 -0.219 1.573 0.632
C3 -1.084 0.352 0.735
C4 0.012 0.583 1.738
H1 1.576 2.402 -0.251
H2 0.348 1.935 -1.441
H3 1.300 0.695 -0.622
H4 -0.685 2.516 0.906
H5 -0.934 -0.401 -0.024
H6 -2.113 0.439 1.070
H7 0.915 -0.021 1.680
H8 -0.278 0.846 2.751
C5 -0.023 -1.983 -1.767
C6 0.159 -2.247 -0.478
H9 -0.942 -2.258 -2.280
H10 0.723 -1.443 -2.348
H11 1.051 -1.919 0.053
H12 -0.607 -2.730 0.128



# C6H12

An isolated molecule of C6H12 at a distorted geometry (ωB97M-V/def2-TZVPD, the Open Molecules 2025 dataset).

The calculation puts the total energy at -6414.331 eV. Its highest occupied orbital energy is -10.189 eV. As for the largest force on an atom: 3.63 eV Å⁻¹. As for the orbital gap: 11.41 eV. As for the SMILES: CC1CCCC1. The energy above the lowest of the compared OMol25 structures with the same formula, charge and spin comes out at 251.8 kJ/mol.

Cartesian coordinates (Å):
C1 1.631 -0.359 0.964
C2 0.930 -0.076 -0.369
C3 -0.135 1.318 0.022
C4 -1.335 0.492 0.524
C5 -1.345 -0.368 -0.740
C6 -0.064 -1.174 -0.793
H1 0.890 -0.568 1.743
H2 2.199 0.526 1.261
H3 2.334 -1.206 0.963
H4 1.693 0.097 -1.144
H5 -0.642 2.147 -0.559
H6 0.535 1.849 0.673
H7 -1.131 0.013 1.485
H8 -2.296 1.018 0.623
H9 -2.271 -0.932 -0.956
H10 -0.892 0.519 -1.360
H11 -0.046 -2.034 -0.112
H12 0.085 -1.562 -1.812



# C6H12

An isolated molecule of C6H12 (ωB97M-V/def2-TZVPD, the Open Molecules 2025 dataset).

The calculation puts the total energy at -6415.800 eV. Its highest occupied orbital energy is -9.547 eV. As for the largest force on an atom: 0.24 eV Å⁻¹. As for the orbital gap: 10.63 eV. As for the SMILES: C[C@H]1CC1(C)C. The energy above the lowest of the compared OMol25 structures with the same formula, charge and spin comes out at 110.0 kJ/mol.

Cartesian coordinates (Å):
C1 2.082 0.154 -0.644
C2 0.806 -0.570 -0.284
C3 0.300 -0.749 1.117
C4 -0.545 -0.007 0.115
C5 -0.838 1.431 0.514
C6 -1.706 -0.697 -0.593
H1 2.147 1.165 -0.232
H2 2.947 -0.414 -0.279
H3 2.184 0.229 -1.733
H4 0.675 -1.470 -0.886
H5 0.757 -0.113 1.874
H6 0.011 -1.731 1.479
H7 -1.547 1.908 -0.168
H8 0.049 2.067 0.589
H9 -1.307 1.422 1.507
H10 -1.746 -1.768 -0.364
H11 -1.593 -0.600 -1.681
H12 -2.674 -0.257 -0.331



# C6H12

An isolated molecule of C6H12 (ωB97M-V/def2-TZVPD, the Open Molecules 2025 dataset).

The calculation puts the total energy at -6416.854 eV. Its highest occupied orbital energy is -10.904 eV. As for the largest force on an atom: 0.17 eV Å⁻¹. As for the orbital gap: 12.16 eV. As for the SMILES: CC1CCCC1. The energy above the lowest of the compared OMol25 structures with the same formula, charge and spin comes out at 8.4 kJ/mol.

Cartesian coordinates (Å):
C1 -1.419 -1.521 0.562
C2 -0.438 -0.686 -0.255
C3 0.997 -0.633 0.335
C4 1.483 0.829 0.179
C5 0.467 1.492 -0.764
C6 -0.843 0.789 -0.403
H1 -1.511 -1.124 1.582
H2 -1.094 -2.565 0.638
H3 -2.417 -1.514 0.110
H4 -0.379 -1.116 -1.265
H5 1.656 -1.337 -0.185
H6 0.992 -0.934 1.390
H7 1.454 1.337 1.150
H8 2.513 0.900 -0.185
H9 0.425 2.581 -0.644
H10 0.726 1.285 -1.811
H11 -1.208 1.168 0.563
H12 -1.641 0.937 -1.140



# C6H12

A structure of composition C6H12 at a distorted geometry (ωB97M-V/def2-TZVPD, the Open Molecules 2025 dataset).

The calculation puts the total energy at -6414.045 eV. Its highest occupied orbital energy is -8.500 eV. As for the largest force on an atom: 4.10 eV Å⁻¹. As for the orbital gap: 9.69 eV. The energy above the lowest of the compared OMol25 structures with the same formula, charge and spin comes out at 279.4 kJ/mol.

Cartesian coordinates (Å):
C1 -0.958 -1.571 0.381
C2 -0.460 -1.104 -0.789
C3 -0.101 0.333 -1.020
C4 -1.085 1.380 -0.498
C5 1.263 0.290 -0.247
C6 1.138 0.042 1.236
H1 -1.733 -1.035 0.926
H2 0.249 -0.959 1.338
H3 -0.971 -2.638 0.563
H4 0.007 -1.811 -1.473
H5 0.084 0.524 -2.087
H6 -0.670 2.390 -0.600
H7 -1.327 1.221 0.557
H8 -2.025 1.343 -1.061
H9 1.965 -0.372 -0.779
H10 0.733 0.951 1.726
H11 1.790 1.230 -0.011
H12 2.108 -0.228 1.682



# C6H12

A structure of composition C6H12 (ωB97M-V/def2-TZVPD, the Open Molecules 2025 dataset).

The calculation puts the total energy at -6411.568 eV. Its highest occupied orbital energy is -7.232 eV. As for the largest force on an atom: 0.40 eV Å⁻¹. As for the orbital gap: 8.33 eV. The energy above the lowest of the compared OMol25 structures with the same formula, charge and spin comes out at 518.4 kJ/mol.

Cartesian coordinates (Å):
C1 -0.754 1.531 -1.251
C2 0.158 1.153 -0.065
C3 0.566 -0.339 1.087
C4 -0.779 -0.893 1.512
C5 1.342 -1.329 0.296
C6 0.644 -0.508 -0.724
H1 -0.292 1.345 -2.228
H2 -0.995 2.598 -1.185
H3 -1.700 0.977 -1.211
H4 1.093 1.716 -0.097
H5 -0.390 1.499 0.812
H6 -0.577 -1.489 2.412
H7 -1.289 -1.564 0.798
H8 -1.485 -0.104 1.800
H9 2.430 -1.255 0.325
H10 0.987 -2.362 0.330
H11 -0.248 -0.954 -1.158
H12 1.289 -0.024 -1.453



# C6H12

A cluster of 2 separate species, C6H12 in total at a distorted geometry (ωB97M-V/def2-TZVPD, the Open Molecules 2025 dataset).

The calculation puts the total energy at -6412.993 eV. Its highest occupied orbital energy is -8.263 eV. As for the largest force on an atom: 1.37 eV Å⁻¹. As for the orbital gap: 9.40 eV. As for the SMILES: C=C/C=C/CC.[H][H]. The energy above the lowest of the compared OMol25 structures with the same formula, charge and spin comes out at 380.9 kJ/mol.

Cartesian coordinates (Å):
C1 2.418 -0.009 -1.173
C2 1.669 0.992 -0.719
C3 0.362 0.430 -0.382
C4 0.040 -0.579 0.416
C5 -1.373 -1.031 0.599
C6 -2.397 -0.012 0.108
H1 2.340 -0.976 -0.689
H2 2.941 0.047 -2.107
H3 1.747 2.016 -1.091
H4 -0.353 0.803 -1.110
H5 0.806 -1.125 0.974
H6 -1.524 -1.214 1.670
H7 -1.520 -1.997 0.099
H8 -2.335 0.133 -0.976
H9 -2.223 0.965 0.578
H10 -3.412 -0.337 0.345
H11 1.152 0.772 1.936
H12 1.664 1.122 1.522



# C6H12

An isolated molecule of C6H12 (ωB97M-V/def2-TZVPD, the Open Molecules 2025 dataset).

The calculation puts the total energy at -6415.554 eV. Its highest occupied orbital energy is -9.657 eV. As for the largest force on an atom: 0.70 eV Å⁻¹. As for the orbital gap: 10.86 eV. As for the SMILES: CC[C@H]1C[C@H]1C. The energy above the lowest of the compared OMol25 structures with the same formula, charge and spin comes out at 133.8 kJ/mol.

Cartesian coordinates (Å):
C1 -0.583 -1.799 -0.771
C2 -0.497 -0.421 -1.427
C3 0.680 0.220 -0.728
C4 0.833 1.590 -0.164
C5 0.679 0.439 0.790
C6 -0.456 0.569 1.804
H1 0.396 -2.289 -0.840
H2 -0.723 -1.589 0.298
H3 -1.335 -2.483 -1.180
H4 -1.424 0.149 -1.282
H5 -0.331 -0.492 -2.510
H6 1.621 -0.208 -1.088
H7 -0.033 2.244 -0.225
H8 1.789 2.095 -0.226
H9 1.579 0.050 1.261
H10 -0.113 1.308 2.543
H11 -0.693 -0.346 2.361
H12 -1.389 0.961 1.384



# C6H12Ag3BBr6F4

A structure of composition C6H12Ag3BBr6F4 at a distorted geometry (ωB97M-V/def2-TZVPD, the Open Molecules 2025 dataset).

The calculation puts the total energy at -450201.885 eV. Its highest occupied orbital energy is -13.800 eV. As for the charge: +2. As for the largest force on an atom: 2.46 eV Å⁻¹. As for the orbital gap: 3.86 eV. The energy above the lowest of the compared OMol25 structures with the same formula, charge and spin comes out at 134.1 kJ/mol.

Cartesian coordinates (Å):
Ag1 -3.121 -4.103 2.151
Ag2 -2.327 0.270 3.784
Ag3 0.526 -3.055 3.768
B1 -0.219 -0.942 1.602
F1 0.791 -0.947 2.621
F2 -1.109 0.202 1.812
F3 0.339 -0.802 0.347
F4 -0.985 -2.204 1.668
Br1 -1.145 -5.193 -0.808
C1 -0.610 -4.442 -2.555
C2 -0.649 -2.956 -2.540
Br2 -0.390 -2.347 -4.364
H1 -1.257 -4.894 -3.301
H2 0.364 -4.899 -2.687
H3 0.199 -2.600 -1.955
H4 -1.505 -2.439 -2.125
Br3 2.506 2.122 -2.507
C3 0.873 1.125 -2.869
C4 -0.266 1.700 -2.074
Br4 -1.824 0.655 -2.554
H5 1.037 0.078 -2.612
H6 0.701 1.034 -3.939
H7 -0.415 2.771 -2.208
H8 -0.138 1.609 -0.998
Br5 -1.050 3.194 3.246
C5 0.928 3.102 3.041
C6 1.442 4.345 2.386
Br6 1.303 5.908 3.472
H9 1.192 2.168 2.550
H10 1.298 2.973 4.056
H11 1.022 4.487 1.398
H12 2.487 4.081 2.195